1.
Density functional theory data (wB97M-V/def2-TZVPD) for a molecular structure, C73H59N6O3P2S2Ta.

Output
Largest force on an atom in eV/A: 1.44
HOMO energy in Ha: -0.60832
Energy relative to the best compared isomer or geometry (same formula, charge and spin) in eV: 3.847
Kohn-Sham gap in eV: 5.617
Multiplicity: 1
Charge: +4

The geometry in XYZ format:
```
146
Properties=species:S:1:pos:R:3:mulliken_charge:R:1
Ta 0.42325 0.48086 0.12232 1.732
O -0.81768 -0.80448 -1.11095 -1.115
S 0.24475 -1.62709 -1.90796 1.985
C -0.48422 -3.23366 -2.11421 -0.546
C -0.84536 -3.70263 -3.36546 -0.140
C -1.15494 -5.04486 -3.60764 -1.305
C -1.06996 -5.93058 -2.56224 -0.128
C -1.25947 -7.41502 -2.50124 -0.739
C -1.07855 -7.78152 -1.00869 -0.854
C -0.76681 -6.48319 -0.32823 0.309
C -0.51878 -6.17942 0.98762 -0.985
C -0.29860 -4.84157 1.32349 0.171
C -0.28883 -3.79525 0.40079 -0.976
P -0.11470 -2.17402 1.23562 3.595
C -1.62791 -2.02086 2.22783 -0.666
C -2.65663 -2.87894 2.19750 -0.479
C -3.91685 -2.59522 2.88209 -1.254
C -4.14013 -1.45288 3.53149 -1.431
C -3.10585 -0.37736 3.64074 -0.178
C -1.79954 -0.67505 2.85555 0.715
C 1.25253 -2.54627 2.36113 0.212
C 1.22170 -2.33822 3.67995 -0.345
C 2.47710 -2.25895 4.48866 -0.617
C 3.75023 -2.27840 3.59361 -0.249
C 3.64354 -3.01736 2.30227 -1.368
C 2.46592 -3.05241 1.68910 -1.284
C -0.48654 -4.08924 -0.97457 -1.264
C -0.76259 -5.44088 -1.27349 1.033
C 0.16049 -0.94106 -3.54483 -0.036
C 1.01442 -1.57883 -4.42594 0.205
C 0.95826 -1.38119 -5.80936 -1.193
C -0.03974 -0.56919 -6.29010 0.278
C -0.44321 -0.23812 -7.69647 -0.794
C -1.66431 0.69977 -7.55167 -0.731
C -1.84668 0.86850 -6.07358 0.077
C -2.75064 1.60298 -5.35321 -1.222
C -2.57696 1.66921 -3.96663 0.196
C -1.59685 0.97747 -3.25701 -0.404
P -1.45151 1.66744 -1.55536 2.769
C -3.18252 1.52287 -0.98835 0.816
C -3.94065 2.60734 -0.55213 -0.348
C -5.28984 2.43879 -0.26641 -0.894
C -5.88700 1.19594 -0.40909 -0.965
C -5.13254 0.10858 -0.83703 -0.804
C -3.78767 0.26655 -1.12167 -0.560
C -1.09539 3.44015 -1.79029 1.045
C -1.23136 4.30447 -0.69990 -0.587
C -1.01914 5.66454 -0.84859 -0.788
C -0.64264 6.17678 -2.08285 -0.988
C -0.45516 5.32074 -3.15791 -0.899
C -0.67617 3.95899 -3.01585 -0.592
C -0.77331 0.05037 -3.96908 -1.970
C -0.88247 0.10860 -5.38013 0.710
H -0.88429 -3.01694 -4.19890 0.672
H -1.42278 -5.35717 -4.60785 0.560
H -0.52395 -7.91889 -3.13131 0.315
H -2.23873 -7.70679 -2.88319 0.358
H -0.27858 -8.50822 -0.85989 0.347
H -1.97874 -8.23016 -0.58494 0.310
H -0.50651 -6.93769 1.75930 0.562
H -0.14039 -4.60704 2.36925 0.593
H -2.58079 -3.81388 1.65751 0.515
H -4.68691 -3.35393 2.83463 0.501
H -5.08393 -1.27393 4.03426 0.533
H -2.94674 -0.12821 4.69238 0.827
H -0.90504 -0.37695 3.40422 -0.176
H 0.29212 -2.13393 4.20090 0.699
H 2.45619 -2.92307 5.35334 0.600
H 4.63096 -2.58687 4.15125 0.792
H 4.52889 -3.47467 1.88121 0.508
H 2.34093 -3.53168 0.72424 0.524
H 1.72105 -2.30138 -4.02878 0.665
H 1.64380 -1.90106 -6.46527 0.578
H -0.68615 -1.14608 -8.25070 0.309
H 0.37610 0.23892 -8.23674 0.346
H -2.56275 0.27542 -8.00299 0.353
H -1.50164 1.66257 -8.03768 0.323
H -3.54555 2.16169 -5.82909 0.541
H -3.22994 2.34068 -3.42276 0.572
H -3.50353 3.59261 -0.47787 0.507
H -5.87943 3.29116 0.04521 0.564
H -6.94213 1.07455 -0.20204 0.449
H -5.60322 -0.85624 -0.97387 0.583
H -3.20912 -0.57665 -1.47700 0.293
H -1.53068 3.91587 0.26540 0.060
H -1.15760 6.32820 -0.00446 0.590
H -0.49655 7.24183 -2.20410 0.482
H -0.14394 5.71553 -4.11586 0.526
H -0.52516 3.30703 -3.86433 0.413
N 3.46317 0.38127 -3.38918 -0.165
C 2.86484 0.37334 -2.19552 0.069
S 1.45339 1.41334 -1.97624 -0.202
N 3.33254 -0.33697 -1.23728 -1.658
N 2.73912 -0.22491 -0.02291 1.851
C 3.54182 -0.36152 1.00133 -0.495
C 4.99524 -0.55993 0.87077 0.557
C 5.85015 0.35167 1.49856 -0.179
C 7.21963 0.27004 1.31292 -0.992
C 7.75503 -0.73718 0.52385 -0.606
C 6.91478 -1.67239 -0.07107 -0.961
C 5.54537 -1.57677 0.08245 -0.206
C 2.94651 -0.17537 2.33163 -0.715
C 3.68523 -0.70470 3.53721 -0.598
C 2.79666 -0.75651 4.79956 -0.641
C 1.67524 0.22210 4.79116 -0.945
C 1.25461 0.74158 3.64061 -0.602
N 1.81524 0.43420 2.38247 1.413
H 3.18865 1.03766 -4.09996 0.269
H 4.35282 -0.08605 -3.48252 0.260
H 5.44050 1.16212 2.09246 0.468
H 7.87021 0.99540 1.78231 0.480
H 8.82439 -0.79196 0.37095 0.474
H 7.33321 -2.47513 -0.66362 0.479
H 4.89633 -2.30693 -0.37768 0.534
H 4.65475 -0.21759 3.62857 1.316
H 3.36921 -0.66958 5.72067 0.612
H 1.21172 0.51608 5.72475 0.538
H 0.46498 1.47646 3.61713 -0.138
O 1.17493 6.48290 3.94731 -0.491
C 2.16500 6.20903 2.99397 -0.589
C 1.77633 4.97515 2.24171 -0.226
C 2.57522 4.41997 1.24784 -1.799
C 2.17347 3.25645 0.62258 -0.244
N 1.03672 2.62343 0.92416 0.988
C 0.23668 3.16906 1.86331 1.184
C 0.57797 4.32233 2.53924 -1.396
C -0.99675 2.41218 2.13915 0.689
C -1.99835 2.90770 3.03516 -1.103
C -3.12741 2.21469 3.31060 -1.065
C -4.17501 2.80613 4.18773 -0.851
O -3.86032 4.13882 4.47387 -0.511
C -3.35848 0.86590 2.72456 -0.350
C -2.19807 0.38891 1.81502 -0.354
N -1.10965 1.28586 1.49271 0.933
H 1.39407 7.28189 4.43809 0.368
H 3.14627 6.03540 3.45430 0.360
H 2.29073 7.03387 2.28109 0.366
H 3.50964 4.88553 0.96137 0.615
H 2.78226 2.81344 -0.15349 0.422
H -0.04388 4.74383 3.31492 0.827
H -1.89848 3.89181 3.46689 0.714
H -4.21811 2.19459 5.10431 0.345
H -5.15458 2.69606 3.70408 0.432
H -4.60023 4.57391 4.90903 0.369
H -4.33716 0.84130 2.23794 1.263
H -2.56593 -0.06374 0.89405 -0.456
```

2.
Density functional theory data (wB97M-V/def2-TZVPD) for a molecular structure, C2H6ClGaNO.

Output
Largest force on an atom in eV/A: 0.44
HOMO energy in Ha: -0.16950
Kohn-Sham gap in eV: 8.298
Multiplicity: 1
Charge: -1

The geometry in XYZ format:
```
12
Properties=species:S:1:pos:R:3:nbo_charge:R:1
N 2.24395 -0.60574 0.44329 -1.323
Ga 0.75025 0.63602 0.32525 1.027
C -0.80510 -0.48597 -0.54358 -0.945
C -2.05131 0.15000 -0.20775 0.610
O -2.62890 1.08803 -0.65495 -0.570
Cl -2.80836 -0.58626 1.33031 -0.250
H 2.28562 -1.18125 -0.39473 0.335
H 3.09874 -0.05443 0.41124 0.338
H 1.05451 1.85988 -0.68424 -0.359
H 0.26786 1.11585 1.77165 -0.336
H -0.65903 -0.43120 -1.62331 0.235
H -0.74821 -1.50495 -0.17317 0.239
```

3.
Density functional theory data (wB97M-V/def2-TZVPD) for C12H13N in the gas phase.

Output
Largest force on an atom in eV/A: 4.15
HOMO energy in Ha: -0.30903
Energy relative to the best compared isomer or geometry (same formula, charge and spin) in eV: 0.513
Kohn-Sham gap in eV: 8.791
Multiplicity: 1

The geometry in XYZ format:
```
26
Properties=species:S:1:pos:R:3:nbo_charge:R:1
C -2.97061 -0.74014 -1.31516 -0.616
C -2.23944 -0.09995 -2.43544 -0.382
C -1.33604 1.01908 -1.84707 -0.437
C -0.32748 0.49744 -0.85625 0.249
C 0.67786 -0.33512 -1.39411 -0.260
C 1.75628 -0.64552 -0.66933 -0.133
C 1.74115 -0.32454 0.73738 -0.120
C 2.71484 -0.67815 1.64717 -0.172
C 2.61984 -0.17258 2.97119 -0.207
C 1.54270 0.48478 3.48075 -0.225
C 0.52142 0.77071 2.63638 -0.182
C 0.60428 0.37203 1.25129 0.163
H -3.42282 0.09422 -0.73242 0.213
H -2.23921 -1.23951 -0.63563 0.208
H -3.62713 -1.53679 -1.64005 0.213
H -2.87725 0.43814 -3.12594 0.202
H -1.68673 -0.77520 -3.11472 0.198
H -1.88515 1.74806 -1.32616 0.219
H -0.90863 1.47304 -2.70381 0.215
H 0.82646 -0.52526 -2.45391 0.215
H 2.53859 -1.19890 -1.09619 0.209
H 3.65832 -1.20410 1.32407 0.214
H 3.47159 -0.42509 3.63514 0.210
H 1.56015 0.89468 4.45658 0.219
H -0.36066 1.29772 2.78740 0.224
N -0.35233 0.81093 0.41886 -0.434
```

4.
Density functional theory data (wB97M-V/def2-TZVPD) for 3 unconnected molecules or ions with the total composition C24H53ClN3O6.

Output
<S²>: 0.754
Largest force on an atom in eV/A: 3.20
HOMO energy (alpha / beta) in Ha: -0.31409 / -0.31411
Kohn-Sham gap (alpha / beta) in eV: 9.176 / 8.599
Multiplicity: 2

The geometry in XYZ format:
```
87
Properties=species:S:1:pos:R:3:lowdin_spin:R:1
C -2.85008 -5.52152 -1.33101 0.000
C -1.43090 -4.81988 -1.29755 0.000
C -1.48440 -3.35543 -0.76028 0.001
Cl -0.32745 -2.33394 -1.73306 0.001
C -1.05087 -3.22790 0.76283 0.001
O 0.33859 -3.49374 0.78928 0.000
C -1.91278 -4.27920 1.53742 0.017
C -2.10927 -3.96998 3.05836 0.027
C -0.75108 -4.36447 3.76605 0.002
C -3.13495 -5.04326 3.58174 0.000
N -2.54673 -2.60644 3.35897 0.349
O -3.80126 -2.41873 3.10303 0.555
C -1.75179 -1.54398 2.70028 0.025
C -0.42232 -1.16322 3.45121 0.002
C -2.62849 -0.22301 2.74835 -0.001
C -1.42971 -1.77072 1.19053 0.015
H -2.92071 -6.14109 -0.41844 0.000
H -2.92828 -6.11655 -2.25415 0.000
H -3.65261 -4.76124 -1.28968 0.000
H -1.11652 -4.74853 -2.35739 0.000
H -0.68423 -5.39712 -0.72861 0.000
H -2.49027 -2.91693 -0.91119 0.000
H 0.79690 -2.74525 1.16758 0.000
H -1.39534 -5.25462 1.45368 0.001
H -2.89724 -4.36142 1.03559 0.002
H -0.77949 -5.43834 4.00963 0.000
H 0.13485 -4.06037 3.18749 0.000
H -0.71259 -3.79475 4.72161 0.001
H -4.17288 -4.81465 3.29780 -0.001
H -2.86232 -5.97427 3.03622 0.000
H -2.98391 -5.26384 4.65138 0.000
H -0.08977 -0.13564 3.24487 0.000
H -0.51627 -1.40935 4.52389 0.001
H 0.36971 -1.83825 3.04823 0.000
H -3.34963 -0.16370 1.91875 0.000
H -1.89742 0.60132 2.57073 0.000
H -3.06258 -0.04214 3.74336 0.000
H -0.54800 -1.13329 0.95460 0.001
H -2.25758 -1.38896 0.56832 0.002
C 3.15856 2.59043 -7.63661 0.000
O 3.22804 1.17676 -7.57623 0.000
C 4.01550 0.69156 -6.49190 0.000
C 3.13940 0.00776 -5.45280 0.000
N 2.31587 0.97764 -4.73388 0.000
C 1.28117 0.36480 -3.89931 0.000
C 0.18098 -0.44013 -4.59942 0.000
O -0.68243 0.34346 -5.41083 0.000
C -0.22026 0.57231 -6.73114 0.000
H 2.67219 2.85989 -8.57411 0.000
H 2.56404 2.99521 -6.81219 0.000
H 4.15780 3.03483 -7.62558 0.000
H 4.62239 1.48296 -6.04281 0.000
H 4.69978 -0.05227 -6.90966 0.000
H 3.77598 -0.52203 -4.73825 0.000
H 2.52196 -0.73158 -5.97617 0.000
H 1.86422 1.58498 -5.40404 0.000
H 0.79423 1.18185 -3.35905 0.000
H 1.76004 -0.26984 -3.14691 0.000
H -0.45235 -0.86174 -3.81498 0.000
H 0.57472 -1.29509 -5.16038 0.000
H 0.36863 -0.26493 -7.11395 0.000
H 0.35892 1.49724 -6.78352 0.000
H -1.09393 0.69617 -7.37320 0.000
C 1.06065 6.15692 5.57182 0.000
O 0.15322 6.19467 4.48403 0.000
C 0.70714 6.76309 3.30033 0.000
C 0.88400 5.70118 2.22543 0.000
N 1.95897 4.77289 2.57109 0.000
C 2.01658 3.59394 1.70744 0.000
C 0.82370 2.63219 1.73317 0.000
O 0.65858 1.94557 2.96612 0.000
C -0.08198 2.65211 3.95024 0.000
H 0.50420 5.85456 6.45890 0.000
H 1.85747 5.42694 5.40037 0.000
H 1.49561 7.14306 5.75640 0.000
H 1.64557 7.28784 3.50044 0.000
H -0.01383 7.50205 2.93994 0.000
H 1.12128 6.18728 1.27484 0.000
H -0.07454 5.18061 2.11480 0.000
H 1.82970 4.46190 3.52431 0.000
H 2.90030 3.02736 2.01412 0.000
H 2.19022 3.91523 0.67615 0.000
H 1.02227 1.85544 0.98876 0.000
H -0.11229 3.11071 1.42570 0.000
H -0.85018 3.29178 3.50943 0.000
H 0.58332 3.24096 4.58484 0.000
H -0.57570 1.91591 4.58784 0.000
```

5.
Density functional theory data (wB97M-V/def2-TZVPD) for C3H4N2O in the gas phase.

Output
Largest force on an atom in eV/A: 0.50
HOMO energy in Ha: -0.35043
Energy relative to the best compared isomer or geometry (same formula, charge and spin) in eV: 2.616
Kohn-Sham gap in eV: 9.413
Multiplicity: 1

The geometry in XYZ format:
```
10
Properties=species:S:1:pos:R:3:nbo_charge:R:1
O 0.69231 -0.24809 -1.88730 -0.673
C -0.09309 0.06579 -0.78913 0.125
C 0.09563 -0.70549 0.48974 -0.245
C 0.01170 0.20365 1.45883 -0.091
N -0.15323 1.52544 0.90444 -0.151
N -0.10039 1.48451 -0.34106 -0.119
H 1.62115 -0.19830 -1.62957 0.475
H 0.27118 -1.77024 0.59259 0.237
H 0.06225 0.10810 2.53631 0.219
H -1.13513 0.03773 -1.14515 0.224
```

6.
Density functional theory data (wB97M-V/def2-TZVPD) for C3H6N2O2 in the gas phase.

Output
Largest force on an atom in eV/A: 2.76
HOMO energy in Ha: -0.26722
Energy relative to the best compared isomer or geometry (same formula, charge and spin) in eV: 2.368
Kohn-Sham gap in eV: 8.183
Multiplicity: 1

The geometry in XYZ format:
```
13
Properties=species:S:1:pos:R:3:nbo_charge:R:1
C -0.19101 0.49750 0.20955 0.358
N 0.53023 1.65767 0.07121 -0.836
N 0.19825 -0.28973 -2.05762 -0.827
C -0.28047 -0.96191 1.97979 0.646
C -0.37975 -0.37991 -0.80062 -0.129
O -0.72114 0.26059 1.47113 -0.503
O 0.68466 -1.63733 1.66741 -0.544
H 0.56443 1.95420 -0.90096 0.383
H 0.20671 2.37749 0.70931 0.388
H 0.20992 -1.18857 -2.53528 0.381
H 1.14875 0.07446 -1.98704 0.367
H -0.88342 -1.16458 2.87886 0.124
H -1.08714 -1.19989 -0.70576 0.194
```